(1)
The following is a DFT calculation (ωB97M-V/def2-TZVPD) of the molecule C3H5N5.

Geometry (Å):
N (-0.448, 1.136, 0.019)
N (-1.062, -1.531, -0.003)
N (2.725, -0.435, -0.184)
N (1.773, 0.551, -0.095)
N (0.187, -1.202, 0.022)
C (-1.751, 0.734, -0.052)
C (-2.072, -0.570, -0.141)
C (0.551, 0.159, -0.036)
H (-3.086, -0.972, -0.145)
H (-2.519, 1.514, -0.032)
H (2.392, -1.369, 0.164)
H (3.492, -0.153, 0.427)
H (-0.183, 2.138, 0.055)

Lowest unoccupied orbital energy in eV: -0.310
Calculated total energy in eV: -10639.8051
HOMO-LUMO gap in eV: 7.315
Structure (SMILES): N/N=c1\nncc[nH]1
Relative energy (zero: lowest compared OMol25 entry of this formula, charge and spin) in kJ/mol: 296.1

(2)
The following is a DFT calculation (ωB97M-V/def2-TZVPD) of the molecule C3H5N5.

Geometry (Å):
N (1.930, 1.005, 0.053)
N (0.970, -1.198, 0.012)
N (-1.331, -1.227, -0.028)
N (-0.204, -0.479, 0.427)
N (-1.703, 1.372, -0.309)
C (-0.546, 0.815, -0.108)
C (0.690, 1.534, 0.134)
C (1.986, -0.402, -0.255)
H (2.947, -1.091, -0.655)
H (-0.961, -2.134, -0.668)
H (0.533, 2.669, 0.682)
H (-1.660, -1.688, 0.799)
H (-2.652, 0.824, -0.085)

Lowest unoccupied orbital energy in eV: -0.608
Calculated total energy in eV: -10637.2668
HOMO-LUMO gap in eV: 8.573
Structure (SMILES): [H]/N=c1/cncnn1N
Relative energy (zero: lowest compared OMol25 entry of this formula, charge and spin) in kJ/mol: 541.0

(3)
The following is a DFT calculation (ωB97M-V/def2-TZVPD) of the molecule C3H5N5O.

Geometry (Å):
O (-0.187, -1.314, 0.192)
N (0.092, 2.148, 0.167)
N (1.824, 0.476, -0.330)
N (-0.546, -0.034, 0.022)
N (2.121, -0.846, -0.171)
N (-2.929, -0.590, -0.198)
C (-1.913, 0.249, -0.019)
C (1.164, -1.666, 0.022)
C (0.471, 0.904, -0.011)
H (-2.920, -1.619, -0.274)
H (1.397, -2.767, 0.410)
H (-2.111, 1.393, -0.102)
H (0.863, 2.716, -0.127)
H (2.676, 0.950, 0.418)

Lowest unoccupied orbital energy in eV: 0.385
Calculated total energy in eV: -12684.7344
HOMO-LUMO gap in eV: 9.444
Structure (SMILES): [H]/N=C\N1OC=NN/C1=N\[H]
Relative energy (zero: lowest compared OMol25 entry of this formula, charge and spin) in kJ/mol: 440.0

(4)
The following is a DFT calculation (ωB97M-V/def2-TZVPD) of the molecule C3H5N5O2.

Geometry (Å):
O (3.041, -0.907, -0.049)
O (2.768, 1.255, 0.033)
N (-0.132, 0.630, 0.032)
N (-1.240, 0.015, 0.102)
N (0.250, -1.687, 0.016)
N (-2.093, -2.175, 0.025)
N (2.333, 0.091, -0.024)
C (0.937, -0.153, -0.086)
C (-0.995, -1.371, 0.020)
C (-0.050, 2.024, -0.006)
H (-2.831, -1.950, -0.529)
H (-0.752, 2.541, -0.836)
H (-1.883, -3.096, 0.425)
H (1.031, 2.462, -0.011)
H (-0.384, 2.321, 0.887)

Lowest unoccupied orbital energy in eV: -1.083
Calculated total energy in eV: -14731.5045
HOMO-LUMO gap in eV: 8.419
Structure (SMILES): Cn1nc(N)nc1[N+](=O)[O-]
Relative energy (zero: lowest compared OMol25 entry of this formula, charge and spin) in kJ/mol: 489.3

(5)
The following is a DFT calculation (ωB97M-V/def2-TZVPD) of the molecule C3H5N5O2.

Geometry (Å):
O (-0.505, 1.135, -3.730)
O (0.364, 2.386, -2.207)
N (-0.507, 1.703, -2.683)
N (-3.447, 1.781, -0.752)
N (-2.884, 1.859, -1.932)
N (-2.741, 1.329, 0.152)
N (-1.458, 1.184, -0.391)
C (-0.358, 0.448, 0.143)
C (-1.641, 1.538, -1.777)
C (-0.328, -0.950, -0.243)
H (-1.226, -1.078, -0.872)
H (-0.379, 0.579, 1.206)
H (0.531, -1.188, -0.871)
H (0.528, 1.038, -0.358)
H (-0.230, -1.716, 0.566)

Lowest unoccupied orbital energy in eV: -0.983
Calculated total energy in eV: -14731.8650
HOMO-LUMO gap in eV: 10.064
Structure (SMILES): CCn1nnnc1[N+](=O)[O-]
Relative energy (zero: lowest compared OMol25 entry of this formula, charge and spin) in kJ/mol: 454.5

(6)
The following is a DFT calculation (ωB97M-V/def2-TZVPD) of the molecule C3H5NO.

Geometry (Å):
O (0.977, -0.370, -0.127)
N (-1.751, 1.740, -0.530)
C (0.587, 0.887, 0.343)
C (-0.715, 1.370, -0.174)
C (-0.054, -1.335, -0.222)
H (-0.675, -1.146, -1.106)
H (0.440, -2.303, -0.326)
H (1.365, 1.590, 0.033)
H (-0.699, -1.351, 0.666)
H (0.525, 0.917, 1.442)

Lowest unoccupied orbital energy in eV: 0.800
Calculated total energy in eV: -6728.4059
HOMO-LUMO gap in eV: 11.512
Structure (SMILES): COCC#N
Relative energy (zero: lowest compared OMol25 entry of this formula, charge and spin) in kJ/mol: 112.6

(7)
The following is a DFT calculation (ωB97M-V/def2-TZVPD) of a cluster of 2 separate species, C3H5NO in total.

Geometry (Å):
O (-0.684, 1.195, 0.326)
N (-1.333, -0.831, -0.437)
C (0.055, -0.552, -0.809)
C (0.428, 0.807, -0.272)
C (-1.684, 0.195, 0.193)
H (2.641, 0.105, 1.613)
H (-2.638, 0.434, 0.646)
H (0.161, -0.537, -1.903)
H (0.733, -1.335, -0.446)
H (2.323, 0.519, 1.088)

Lowest unoccupied orbital energy in eV: 0.418
Calculated total energy in eV: -6725.7104
HOMO-LUMO gap in eV: 9.763
Relative energy (zero: lowest compared OMol25 entry of this formula, charge and spin) in kJ/mol: 372.7

(8)
The following is a DFT calculation (ωB97M-V/def2-TZVPD) of the molecule C3H5NO.

Geometry (Å):
O (1.148, 0.148, 1.367)
N (0.179, 0.520, -0.797)
C (0.258, 1.741, -0.963)
C (-0.433, -1.513, 0.559)
C (0.385, -0.284, 0.595)
H (-0.061, -2.009, -0.235)
H (-0.447, -2.106, 1.403)
H (-0.076, 2.178, -2.020)
H (-1.507, -1.208, 0.314)
H (0.554, 2.533, -0.223)

Lowest unoccupied orbital energy in eV: 0.933
Calculated total energy in eV: -6727.8835
HOMO-LUMO gap in eV: 9.901
Structure (SMILES): C=NC(C)=O
Relative energy (zero: lowest compared OMol25 entry of this formula, charge and spin) in kJ/mol: 163.0

(9)
The following is a DFT calculation (ωB97M-V/def2-TZVPD) of a cluster of 2 separate species, C3H5NO in total.

Geometry (Å):
O (-2.090, 1.129, -0.245)
N (1.357, 1.271, 0.438)
C (1.852, 0.389, -0.294)
C (-1.921, 0.001, -0.026)
C (-1.775, -1.257, 0.215)
H (2.772, 0.459, -0.879)
H (-1.151, -1.884, -0.392)
H (1.883, 2.149, 0.481)
H (-2.248, -1.702, 1.069)
H (1.323, -0.555, -0.367)

Lowest unoccupied orbital energy in eV: 0.990
Calculated total energy in eV: -6727.5860
HOMO-LUMO gap in eV: 10.197
Structure (SMILES): C=C=O.C=N
Relative energy (zero: lowest compared OMol25 entry of this formula, charge and spin) in kJ/mol: 191.7

(10)
The following is a DFT calculation (ωB97M-V/def2-TZVPD) of a structure of composition C3H5NO.

Geometry (Å):
O (-0.703, 1.379, 0.136)
N (-1.856, -1.620, -0.988)
C (1.276, -0.293, 0.065)
C (-1.048, -1.041, -0.376)
C (-0.158, -0.349, 0.492)
H (1.686, -1.269, 0.357)
H (-0.966, 1.523, 1.058)
H (1.473, -0.150, -1.006)
H (1.825, 0.458, 0.641)
H (-1.529, 1.361, -0.379)

Lowest unoccupied orbital energy in eV: 0.040
Calculated total energy in eV: -6725.9032
HOMO-LUMO gap in eV: 8.451
Relative energy (zero: lowest compared OMol25 entry of this formula, charge and spin) in kJ/mol: 354.1

(11)
The following is a DFT calculation (ωB97M-V/def2-TZVPD) of the molecule C3H5NO.

Geometry (Å):
O (0.815, 0.294, -0.205)
N (-0.172, -1.822, -1.171)
C (0.823, 0.114, 1.205)
C (-0.144, -0.634, -0.986)
C (-0.952, 0.498, -1.261)
H (0.967, 1.088, 1.680)
H (-0.113, -0.344, 1.555)
H (-1.777, 0.755, -0.598)
H (1.654, -0.548, 1.471)
H (-0.861, 1.058, -2.190)

Lowest unoccupied orbital energy (alpha / beta) in eV: -0.337 / -1.560
Calculated total energy in eV: -6724.3352
HOMO-LUMO gap (alpha / beta) in eV: 9.652 / 6.899
Relative energy (zero: lowest compared OMol25 entry of this formula, charge and spin) in kJ/mol: 505.3

(12)
The following is a DFT calculation (ωB97M-V/def2-TZVPD) of a structure of composition C3H5NO.

Geometry (Å):
O (-1.718, -1.013, 1.510)
N (1.442, 0.573, -0.410)
C (-0.869, 0.234, -0.427)
C (0.263, 0.783, -1.000)
C (-0.958, -0.683, 0.463)
H (2.239, 0.890, -0.953)
H (-2.212, -0.234, 1.804)
H (0.323, -1.151, 0.736)
H (1.249, -0.482, 0.322)
H (0.241, 1.082, -2.045)

Lowest unoccupied orbital energy (alpha / beta) in eV: 0.355 / 0.355
Calculated total energy in eV: -6724.2521
HOMO-LUMO gap (alpha / beta) in eV: 8.356 / 8.357
Relative energy (zero: lowest compared OMol25 entry of this formula, charge and spin) in kJ/mol: 513.4